No. 1
Molecular formula: C24H53N3NiO7
Method: DFT, ωB97M-V/def2-TZVPD

Values from the calculation:
ΔE to the lowest compared entry with this formula, charge and spin ... 0.000 eV
DFT total energy ... -85589.352 eV

The geometry in ORCA input format:
```
! wB97M-V def2-TZVPD RIJCOSX def2/J DEFGRID3
* xyz 0 3
Ni -0.77191 -0.30432 0.43412
C 1.30047 3.12640 0.29893
C 1.66284 2.82142 -1.13313
C 3.14562 3.22614 -1.27625
C 3.75651 2.73146 -2.58247
C 3.67804 1.20904 -2.60161
C 2.22902 0.69352 -2.51153
N 1.53013 1.37878 -1.44926
O 0.34817 0.78722 -1.00742
C 2.45732 -0.80786 -2.28079
C 1.61156 0.95799 -3.92176
C 0.88328 3.67620 -2.14227
H 0.26976 2.88453 0.54561
H 1.46851 4.18511 0.51491
H 1.94551 2.57907 0.98931
H 3.76965 2.85016 -0.46282
H 3.25014 4.31493 -1.27311
H 4.81030 3.01610 -2.66938
H 3.32702 3.13876 -3.50137
H 4.25006 0.88768 -1.72428
H 4.21418 0.82169 -3.46976
H 2.86145 -1.03893 -1.29176
H 3.03155 -1.26289 -3.08406
H 1.50165 -1.33484 -2.16101
H 2.22456 1.52702 -4.62488
H 0.66984 1.50492 -3.89033
H 1.43506 -0.01201 -4.39608
H -0.20217 3.54117 -2.12508
H 1.20124 3.53718 -3.17639
H 0.94793 4.77119 -2.07192
C 1.32537 -4.13827 0.09686
C 0.02946 -3.35223 -0.12773
C -1.20616 -4.21983 -0.06111
O -0.11872 -2.22218 0.66146
H 2.15772 -3.44775 -0.05272
H 1.50920 -4.91648 -0.64950
H 1.33850 -4.64065 1.06670
H 0.03020 -3.03567 -1.18730
H -1.28077 -4.78375 0.87812
H -1.12681 -4.99093 -0.83825
H -2.15841 -3.70682 -0.19874
C -0.71758 -1.42351 5.60669
O -1.70012 -1.28718 4.60742
C -1.68109 -2.32603 3.64546
C -2.75599 -2.02610 2.60198
O -2.54307 -0.82103 1.86533
C -2.98582 0.31629 2.60087
C -3.28095 1.53178 1.68609
O -2.22801 1.63353 0.73238
C -2.24882 2.82217 -0.02119
H -0.78032 -0.62848 6.34854
H 0.26011 -1.33930 5.11803
H -0.83019 -2.37236 6.14055
H -1.86038 -3.28018 4.15957
H -0.70331 -2.46307 3.16943
H -3.76031 -1.97389 3.02064
H -2.64142 -2.83980 1.88614
H -2.18719 0.71328 3.23374
H -3.77861 0.15160 3.33130
H -3.36884 2.44552 2.27680
H -4.20583 1.38897 1.11755
H -3.09490 2.86611 -0.72179
H -1.37734 2.84795 -0.66826
H -2.35226 3.69320 0.63059
C 1.14416 0.51769 2.82973
O 0.29857 0.56780 1.95002
N 2.32642 -0.09384 2.71502
C 3.23132 -0.14834 3.84304
C 2.58473 -1.04397 1.64091
H 1.02807 1.02360 3.79629
H 4.26081 -0.03516 3.50085
H 3.16179 -1.15261 4.27362
H 3.04801 0.58858 4.62183
H 1.84282 -0.92785 0.84930
H 3.56838 -0.88242 1.20365
H 2.40932 -2.07730 1.94568
C -3.14930 -1.04411 -1.67020
O -2.32117 -0.55732 -0.92772
N -3.38514 -0.60124 -2.91314
C -4.41736 -1.18148 -3.77826
C -2.74671 0.57703 -3.45686
H -3.77130 -1.93212 -1.46210
H -3.99413 -1.29052 -4.77732
H -5.24665 -0.47712 -3.82914
H -4.65697 -2.17916 -3.41828
H -2.25734 1.22429 -2.72893
H -2.00025 0.26697 -4.18972
H -3.44269 1.27692 -3.92805
*
```

Here are the Löwdin charges for atoms 1 to 5, given in e: number 1, Ni, carries 0.7415; number 2, C, carries -0.0357; number 3, C, carries -0.4895; number 4, C, carries -0.1473; number 5, C, carries -0.1971

=====

No. 2
Molecular formula: C27H50Br2Cl2O17P
Method: DFT, ωB97M-V/def2-TZVPD

Values from the calculation:
DFT total energy ... -238029.701 eV

The geometry in ORCA input format:
```
! wB97M-V def2-TZVPD RIJCOSX def2/J DEFGRID3
* xyz 1 1
C -3.78525 -1.59444 3.24348
C -3.78455 -1.08756 1.78168
Br -2.80887 -2.14125 0.49881
C -4.46398 0.03023 1.47518
Br -4.46837 0.63701 -0.38504
P -5.44445 1.04502 2.63680
Cl -5.62993 2.90362 1.75208
C -7.18513 0.44777 2.87294
C -7.45132 -1.01215 2.36980
O -7.92211 -1.73588 3.52299
C -4.67171 1.36794 4.28409
C -3.22012 1.91338 4.26511
O -2.65018 2.05718 5.26127
Cl -2.34679 2.29537 2.74105
H -3.26826 -0.81305 3.84729
H -3.14684 -2.49844 3.35496
H -4.78859 -1.85686 3.63703
H -7.85424 1.11616 2.28200
H -7.49470 0.56070 3.93500
H -6.55628 -1.54647 1.98982
H -8.24905 -0.97345 1.59452
H -8.16517 -2.62106 3.20462
H -4.71752 0.46220 4.93197
H -5.32782 2.11644 4.79904
C 2.14512 -5.20441 -3.34805
C 2.42183 -3.75748 -3.70173
O 1.20976 -3.07181 -4.05488
C 0.44200 -2.69655 -3.03656
O 0.67239 -2.86629 -1.86477
O -0.65495 -2.10800 -3.53589
C -1.60231 -1.73345 -2.54510
H 1.59571 -5.69651 -4.15304
H 3.07792 -5.74237 -3.17577
H 1.53226 -5.28139 -2.44918
H 3.07000 -3.71639 -4.57685
H 2.93830 -3.23648 -2.89393
H -1.14183 -1.12545 -1.76646
H -2.05997 -2.62602 -2.11537
H -2.37825 -1.14470 -3.03148
C -4.71076 1.12974 8.68614
C -4.43188 2.57659 8.33101
O -5.63457 3.25377 7.93906
C -6.43772 3.63203 8.94396
O -6.23099 3.46378 10.11534
O -7.51915 4.21141 8.41350
C -8.50750 4.59091 9.37547
H -5.23664 0.62809 7.86859
H -3.78015 0.59735 8.88731
H -5.34722 1.05481 9.56789
H -3.76059 2.61961 7.47326
H -3.94104 3.10339 9.15039
H -8.07575 5.20538 10.16396
H -8.97662 3.70203 9.79757
H -9.26521 5.17317 8.85575
C 8.18284 -1.24831 -6.73885
C 6.89358 -2.02087 -6.55118
O 6.61691 -2.23180 -5.15788
C 6.10912 -1.18371 -4.50649
O 5.85878 -0.10590 -4.97906
O 5.94464 -1.53164 -3.22084
C 5.48612 -0.46749 -2.38794
H 9.00305 -1.73863 -6.21054
H 8.43662 -1.17675 -7.79695
H 8.10040 -0.23861 -6.33521
H 6.99437 -3.00802 -7.00215
H 6.05391 -1.52592 -7.04186
H 4.58481 -0.00810 -2.79296
H 6.27327 0.27720 -2.26734
H 5.25330 -0.89077 -1.41270
C 11.68958 -6.21786 -10.48926
C 10.39926 -6.98617 -10.28791
O 10.13112 -7.19533 -8.89448
C 9.63167 -6.14538 -8.24067
O 9.38136 -5.06505 -8.71304
O 9.47238 -6.49143 -6.95781
C 9.02180 -5.42526 -6.12484
H 12.51303 -6.70991 -9.96788
H 11.93370 -6.14891 -11.55013
H 11.61433 -5.20709 -10.08715
H 10.48997 -7.97575 -10.73583
H 9.55601 -6.48939 -10.77067
H 8.12167 -4.96262 -6.52713
H 9.81343 -4.68411 -6.00873
H 8.78973 -5.84151 -5.14682
C -2.50601 5.76154 4.45653
C -3.05763 5.81642 3.04523
O -3.90848 6.95200 2.86710
C -3.27617 8.12069 2.69017
O -2.08446 8.28154 2.65895
O -4.19949 9.07716 2.57436
C -3.66116 10.39739 2.46480
H -3.31768 5.80520 5.18666
H -1.93795 4.84236 4.61321
H -1.85025 6.60866 4.65659
H -3.67509 4.93575 2.86095
H -2.25866 5.81191 2.30096
H -2.92555 10.45904 1.66409
H -3.21852 10.69864 3.41427
H -4.48457 11.06951 2.23386
*
```

Here are the Löwdin charges for atoms 1 to 5, given in e: number 1, C, carries -0.1008; number 2, C, carries -0.7685; number 3, Br, carries 0.8708; number 4, C, carries -0.8729; number 5, Br, carries 0.6989

=====

No. 3
Molecular formula: C23H41ClIrP2
Method: DFT, ωB97M-V/def2-TZVPD

Values from the calculation:
ΔE to the lowest compared entry with this formula, charge and spin ... 2.920 eV
DFT total energy ... -58442.815 eV

The geometry in ORCA input format:
```
! wB97M-V def2-TZVPD RIJCOSX def2/J DEFGRID3
* xyz 1 5
Ir 1.21921 -0.45938 -0.87025
C -1.50910 1.65081 2.40062
C -2.20250 1.27400 1.21585
C -2.59101 -0.33755 2.81235
C -1.74840 0.64256 3.38001
C -2.88853 0.05370 1.47661
C -0.70330 2.85872 2.64392
H -0.70425 3.53276 1.77908
H 0.34870 2.61142 2.89010
H -1.10519 3.42646 3.50297
C -1.25413 0.63853 4.76636
H -0.40206 1.31707 4.88347
H -0.94812 -0.37363 5.06315
H -2.02784 0.96693 5.47571
C -3.09042 -1.54157 3.50111
H -3.92318 -1.31325 4.18098
H -2.28939 -1.99309 4.10527
H -3.45557 -2.28433 2.78409
C -3.80748 -0.66115 0.57951
H -4.84617 -0.62426 0.95499
H -3.53716 -1.73398 0.51369
H -3.80635 -0.23919 -0.43424
C -2.34554 2.06449 -0.03226
H -3.34162 2.54101 -0.03984
H -2.26337 1.43790 -0.93508
H -1.59240 2.85196 -0.10623
C 3.14245 -0.52525 -1.16667
C 3.22528 0.99978 -1.13006
C 3.06345 1.72158 -2.46963
C 1.79960 1.37363 -3.26708
C 0.81604 0.41897 -2.59986
C 0.98745 -1.01230 -2.78779
C 2.24997 -1.63551 -3.28454
C 3.48935 -1.20414 -2.46594
H 3.93947 1.52297 -3.09328
H 2.07776 0.94722 -4.24512
H 3.06804 2.79911 -2.27422
H 4.14536 -0.55301 -3.05095
H 3.72858 -0.91654 -0.33719
H 4.16456 1.27287 -0.60876
H 4.09065 -2.09371 -2.22038
H 2.14031 -2.71626 -3.17593
H 0.06844 -1.53174 -3.08203
H 2.39917 -1.45780 -4.36061
H 1.25297 2.29423 -3.51372
H -0.24339 0.73658 -2.71914
P 1.99083 1.59302 0.10334
C 2.91589 1.71473 1.64474
C 1.30919 3.19468 -0.32926
P -1.50102 -2.62367 -0.31797
C 0.32834 -2.41385 -0.63329
C -2.09997 -2.24176 -2.01412
C -1.47375 -4.44316 -0.27361
H 2.56929 0.89374 2.29676
H 2.68472 2.68584 2.11144
H 3.99570 1.62705 1.47731
H 1.26131 3.41425 -1.40559
H 1.89303 3.98460 0.16094
H 0.29014 3.19210 0.07602
H -0.81293 -4.83963 -1.05935
H -2.49479 -4.83261 -0.37677
H -1.09037 -4.73326 0.71620
H 0.82306 -2.87486 0.24021
H 0.55521 -3.02897 -1.52362
H -3.18947 -2.39009 -2.06341
H -1.59841 -2.88530 -2.74159
H -1.89121 -1.18567 -2.24820
Cl 0.74488 -0.55477 1.52076
*
```

Here are the Löwdin charges for atoms 1 to 5, given in e: number 1, Ir, carries 1.1042; number 2, C, carries -0.2196; number 3, C, carries -0.2282; number 4, C, carries -0.2399; number 5, C, carries -0.2303

=====

No. 4
Molecular formula: C29H34As2BCrF4N5O9S
Method: DFT, ωB97M-V/def2-TZVPD

Values from the calculation:
ΔE to the lowest compared entry with this formula, charge and spin ... 2.924 eV
DFT total energy ... -228981.750 eV

The geometry in ORCA input format:
```
! wB97M-V def2-TZVPD RIJCOSX def2/J DEFGRID3
* xyz 1 4
Cr 13.63319 13.31474 11.62493
C 16.96128 13.77758 8.94517
C 15.66528 13.91047 9.67856
N 15.25014 13.11059 10.58835
N 16.01400 11.99009 10.79482
C 15.37928 11.25059 11.70002
O 14.29976 11.62954 12.26650
C 16.01393 9.96672 11.98330
C 15.19986 8.90958 12.43152
C 15.75337 7.68282 12.78517
C 17.13659 7.50816 12.67835
C 17.89798 8.55062 12.15628
C 17.36656 9.73929 11.76963
C 14.75560 15.04959 9.52417
C 14.92662 16.07422 8.59030
C 14.05731 17.10823 8.53357
C 13.07002 17.18645 9.48535
C 12.90020 16.15533 10.35982
N 13.66864 15.08376 10.38608
H 16.88910 13.02979 8.13558
H 17.60953 13.39519 9.70001
H 17.26794 14.82618 8.57393
H 14.16567 9.02843 12.59358
H 15.10762 6.88972 13.14749
H 17.54629 6.58492 12.95766
H 18.91498 8.38336 11.95475
H 17.89589 10.59492 11.38173
H 15.62434 15.98929 7.79656
H 14.16067 17.97553 7.85279
H 12.39310 18.01569 9.41573
H 12.05959 16.21686 11.00787
N 11.05366 15.14062 14.62642
C 11.78375 14.10035 14.37269
N 12.69750 13.68724 15.23924
S 11.50390 13.20511 12.87405
H 11.29690 15.78450 15.39161
H 10.23828 15.27873 14.00307
H 13.11845 14.31278 15.91583
H 13.35009 12.97686 14.89437
F 15.53848 15.45891 14.62396
B 14.72890 15.67433 13.57827
F 15.18331 16.27137 12.39349
F 13.44341 16.16610 13.99658
F 14.51579 14.20656 13.17028
C 15.62337 11.40413 6.34064
O 14.77848 11.99946 7.31825
C 13.70761 12.70648 6.87958
O 13.51477 13.11175 5.77489
C 12.69739 12.99681 7.98182
C 11.43334 13.28717 7.51892
As 10.30836 12.12130 6.40565
C 11.72003 10.95357 5.85487
C 10.07117 11.20626 8.24622
C 10.71672 11.24754 9.42126
As 12.49268 12.14139 9.67519
C 13.53997 10.51648 9.37507
C 10.29220 10.48000 10.64896
O 9.26389 9.99188 10.93441
O 11.35238 10.35649 11.45586
C 11.21101 9.71967 12.78991
C 9.03627 10.14216 8.09175
O 9.39646 9.10124 7.58276
O 7.70717 10.45362 8.19001
C 7.24229 11.47722 8.98852
C 10.60168 14.07944 8.58568
O 10.91017 14.35259 9.72551
O 9.50813 14.52138 7.94875
C 8.56085 15.51226 8.54492
H 15.81542 12.02353 5.44298
H 15.30574 10.39898 6.07881
H 16.58474 11.30691 6.86824
H 12.26106 11.33067 4.91899
H 11.28921 10.01332 5.52975
H 12.55322 10.77168 6.53332
H 13.05988 10.02210 8.47700
H 13.45193 9.93749 10.32474
H 14.56842 10.87905 9.13708
H 10.93155 8.64749 12.80489
H 10.39919 10.37915 13.14848
H 12.22346 9.73780 13.26957
H 7.64250 12.40361 8.56195
H 7.67988 11.41564 9.98966
H 6.14784 11.51673 9.07876
H 8.31523 16.11425 7.74914
H 9.18593 16.10393 9.27679
H 7.73788 15.03168 9.06910
*
```

Here are the Löwdin charges for atoms 1 to 5, given in e: number 1, Cr, carries 0.5877; number 2, C, carries 0.0330; number 3, C, carries -0.2401; number 4, N, carries -0.0847; number 5, N, carries 0.1138

=====

No. 5
Molecular formula: C14H36Cl2InOP3
Method: DFT, ωB97M-V/def2-TZVPD

Values from the calculation:
ΔE to the lowest compared entry with this formula, charge and spin ... 0.000 eV
DFT total energy ... -75222.424 eV

The geometry in ORCA input format:
```
! wB97M-V def2-TZVPD RIJCOSX def2/J DEFGRID3
* xyz 2 1
C 0.81093 -0.03065 -4.72983
C 0.59392 -0.01455 -3.28631
H 1.88459 0.06939 -4.92418
H 0.26408 0.80032 -5.20035
H 0.43858 -0.97579 -5.15453
O 1.38383 0.02074 -2.35428
Cl -1.44754 -0.07803 -2.87940
In -0.56312 0.05637 -0.63225
P -0.19535 2.67437 -0.57185
C 1.10136 3.49284 0.40987
C 0.06564 3.30528 -2.26037
H 0.07544 4.40350 -2.22667
H -1.79444 4.47981 -0.45701
H -0.73693 2.96884 -2.92924
H -2.60285 2.87680 -0.49268
H 2.08354 3.20851 0.00883
H 1.02826 2.94804 -2.65213
C -1.76869 3.45141 -0.07284
H 0.98594 4.58352 0.33777
H -1.87304 3.45920 1.01885
H 1.05336 3.18932 1.46394
P 0.09595 -2.48388 -0.25094
C 1.45380 -3.10984 0.79157
C -1.39947 -3.36291 0.31930
H -0.23878 -2.81716 -2.64065
H 0.26130 -4.32199 -1.80574
H 1.46882 -3.04309 -2.16414
C 0.42741 -3.23573 -1.87496
H -2.28112 -2.93001 -0.17124
H -1.30787 -4.42911 0.05766
H 1.38510 -4.20686 0.88430
H 1.43050 -2.66178 1.79412
H -1.52318 -3.25226 1.40619
H 2.41201 -2.85084 0.31521
Cl -2.91045 -0.03921 0.04966
C -2.48608 1.55306 3.31781
C -0.96413 1.64426 3.20789
P -0.19520 0.23589 2.29752
C 1.60784 0.31958 2.74490
C 1.99709 0.78897 4.14385
C -0.82162 -1.22068 3.25170
C -0.75811 -1.15144 4.77554
H -2.95521 1.40983 2.33671
H -2.87721 2.48170 3.75388
H -2.80244 0.72650 3.96526
H -0.68044 2.56512 2.67502
H -0.51006 1.70311 4.20815
H 2.02301 -0.68201 2.55539
H 2.05293 0.98853 1.99312
H 1.68202 0.09335 4.92845
H 3.09087 0.86074 4.19868
H 1.59890 1.78374 4.38209
H -1.86536 -1.34494 2.92541
H -0.27821 -2.10976 2.89976
H -1.15705 -0.21507 5.18246
H -1.35871 -1.96820 5.19511
H 0.25954 -1.28763 5.15471
*
```

Here are the Löwdin charges for atoms 1 to 5, given in e: number 1, C, carries -0.0127; number 2, C, carries -0.5091; number 3, H, carries 0.1252; number 4, H, carries 0.1224; number 5, H, carries 0.1272

=====

No. 6
Molecular formula: C10H16N4O
Method: DFT, ωB97M-V/def2-TZVPD

Values from the calculation:
ΔE to the lowest compared entry with this formula, charge and spin ... 2.185 eV
DFT total energy ... -18618.072 eV

The geometry in ORCA input format:
```
! wB97M-V def2-TZVPD RIJCOSX def2/J DEFGRID3
* xyz 2 1
C 1.08439 -0.94713 1.85920
C 1.77113 1.21220 1.09625
C 1.78613 -0.73555 3.00772
C 2.40126 1.55473 2.21805
C 0.99170 0.00787 0.81315
C 2.35547 0.55820 3.29021
C -2.23682 0.16814 -0.37634
C -0.09510 -1.34227 -0.92253
C -1.10333 -1.07259 -2.04705
C -0.67480 -0.19669 -3.28980
N 0.36717 -0.04003 -0.31900
N 2.82818 0.77048 4.52445
N -3.33011 0.50555 0.22486
N -1.88250 0.36174 -4.05758
O -2.35366 -0.52673 -1.42267
H 0.69156 -1.98659 1.57902
H 1.89764 1.82004 0.18874
H 1.95474 -1.48171 3.76265
H 2.80656 2.57579 2.36371
H -0.67508 -1.88111 -0.20293
H 0.75382 -1.79630 -1.27379
H -1.32897 -2.03280 -2.43847
H 0.07115 -0.64137 -4.08469
H -0.07246 0.56573 -3.01098
H 2.93418 0.01587 5.23100
H 3.01449 1.64861 4.91387
H -3.19092 1.18117 1.05300
H -4.22641 0.23367 -0.02202
H -1.66210 0.52870 -5.02602
H -2.14851 1.17509 -3.60976
H -2.72880 -0.20270 -4.02226
*
```

Here are the Löwdin charges for atoms 1 to 5, given in e: number 1, C, carries 0.0362; number 2, C, carries 0.0210; number 3, C, carries 0.0206; number 4, C, carries 0.0218; number 5, C, carries -0.3137

=====

- Among the records above, which one has the highest DFT total energy?
  C10H16N4O